(1)
C30H45BrEuO2P2 as an isolated structure at a distorted geometry. Source: the Open Molecules 2025 dataset; level of theory: ωB97M-V with the def2-TZVPD basis set.

```
81
Properties=species:S:1:pos:R:3:forces:R:3:mulliken_spin:R:1
H -1.67475 -0.07751 -8.03868 -0.2 0.1 -0.1 0.000
C 0.50014 2.71113 -2.62428 0.6 0.8 0.1 0.001
C 3.01042 1.65099 -6.40229 0.2 0.1 0.0 0.000
H -1.28083 2.90737 0.30142 0.1 0.0 0.3 -0.009
H -1.39862 4.41658 -6.97790 -0.1 -0.1 -0.1 0.000
P -1.46447 1.96934 -6.75556 0.4 0.1 -1.0 0.000
H -3.15714 1.51391 0.21644 -0.1 -0.1 0.1 0.000
C 1.71658 4.15100 -6.20524 0.1 0.1 0.1 0.000
C -2.30657 -2.07323 2.25013 -0.4 -0.5 0.0 0.014
H 2.88666 1.47732 -0.31984 -0.1 -0.2 -0.3 0.001
H -2.93735 3.73300 -7.52961 0.2 0.1 0.0 0.000
H -1.73895 1.33732 -9.13632 -0.1 -0.1 0.2 0.000
H -3.21378 -2.00546 1.63530 0.2 0.0 0.3 0.000
C -1.91588 0.40850 1.55935 0.7 -0.1 0.2 0.008
H -1.50205 2.21448 -1.88306 0.2 -0.3 -0.3 0.000
H 1.09467 3.06790 -0.57498 0.3 -0.1 -0.3 0.000
C -0.02114 -3.79260 -0.97720 0.0 -0.3 -1.0 0.007
O -0.85544 -2.79817 -0.76132 0.7 0.3 0.1 -0.015
O 0.50700 -4.08804 -2.04508 -0.8 0.5 1.3 -0.003
C 0.34740 1.87741 -7.23048 -0.1 0.2 0.2 0.000
H -2.60348 -2.28201 3.29079 0.0 0.0 -0.3 -0.013
C -0.92946 2.78000 1.33638 0.0 0.5 -0.1 0.015
H 1.78060 2.13589 2.09251 0.0 -0.2 0.2 0.000
H -0.65153 -6.96132 2.49718 0.3 0.3 -0.2 0.000
C 0.60873 -1.69224 3.35455 0.3 -0.5 0.3 -0.004
C -0.63659 1.77645 -2.40189 -0.4 -0.7 0.4 -0.008
Br 2.49686 -2.52438 0.40424 -0.3 -1.3 0.1 -0.001
H 3.80361 1.90342 -5.68558 -0.1 -0.1 -0.2 0.000
C -1.52012 -0.81942 2.17830 0.4 0.8 -0.6 -0.170
H 0.67985 -2.61152 2.75187 -0.1 0.1 0.3 -0.007
C 2.30978 1.46212 -1.25476 0.0 -0.5 0.2 0.003
H -3.15782 0.90132 -8.12689 0.2 -0.1 -0.2 0.000
C -0.85770 1.34504 1.71707 -0.8 -0.8 -0.6 -0.134
C 0.34437 -4.56216 0.27767 -0.1 0.5 0.2 -0.001
H 1.88272 0.98888 -4.03360 0.0 -0.4 0.5 0.000
H -1.63105 3.32581 1.98833 0.2 -0.2 -0.2 -0.013
H -1.74029 -2.94597 1.88466 -0.1 0.2 0.2 -0.013
H 2.30529 3.53277 -1.77244 -0.2 -0.4 0.2 0.000
H 0.24708 -1.40655 -3.04985 -0.1 0.4 -0.2 0.002
H 0.78380 4.72323 -6.14405 0.2 -0.1 0.0 0.000
C 0.30717 -0.36943 -3.44808 0.6 -0.2 -0.2 0.001
H 1.70922 -6.62777 3.27118 -0.1 0.2 -0.3 0.000
C 2.38067 0.35935 -2.02629 0.0 -0.2 0.7 0.004
H 1.63549 -1.35633 3.53649 -0.2 -0.1 0.1 0.000
H 0.06799 -0.46932 -4.52715 -0.1 0.0 0.5 0.000
C -0.00388 -6.22715 2.00492 0.0 0.0 0.0 0.000
H 0.55866 0.82200 -7.48513 0.0 0.4 0.1 0.000
C -1.84944 3.59765 -7.54744 -0.2 0.1 0.3 0.000
C -0.47739 -5.52640 0.89515 0.3 0.3 -0.2 -0.001
H -3.58811 -0.19935 0.37437 -0.1 0.2 0.1 0.001
H 0.98276 2.55976 -3.60213 -0.5 -0.1 0.6 0.000
H 0.08196 3.72860 -2.67645 0.1 -0.2 0.0 0.000
H -3.99576 0.94278 1.67262 0.2 -0.1 -0.2 0.002
Eu -0.00481 -0.85830 0.02388 -0.5 0.9 -0.3 6.485
C 1.55292 -4.23209 0.88268 -0.1 -0.3 -0.1 -0.003
H 2.37953 -0.67512 -3.85140 -0.2 0.2 0.1 0.000
H 3.02620 -0.46187 -1.67957 -0.2 0.4 0.0 0.000
C 1.50271 1.32804 2.78208 0.4 0.2 0.0 0.010
H 0.04638 3.26991 1.42815 -0.2 -0.1 0.0 0.001
H 3.11758 -4.85169 2.19714 -0.2 0.0 0.2 0.000
H 2.16405 4.26977 -7.19958 -0.1 0.1 0.2 0.000
H 2.40643 4.55207 -5.45263 -0.1 0.0 -0.2 0.000
C -0.72873 0.48685 -2.78257 -0.3 0.1 0.5 0.011
H 3.28036 2.02617 -7.39951 0.0 -0.2 0.2 0.000
H -1.50041 3.62584 -8.58715 0.0 0.0 0.2 0.000
H 1.41604 1.76548 3.78958 0.1 -0.1 -0.3 -0.008
C -2.06341 0.93871 -8.16683 -0.2 -0.2 0.3 0.000
C 1.57734 2.73735 -1.51519 -0.6 0.5 -0.1 -0.005
H 0.14870 -1.96718 4.31563 0.2 0.0 -0.2 0.000
H 2.32237 0.59991 2.79796 -0.1 0.2 0.1 -0.002
C 1.77663 0.11433 -3.37348 0.1 -0.2 -0.8 -0.007
C 2.09083 -5.01999 1.88434 0.3 0.2 0.3 0.001
H -1.69086 -0.02664 -2.63842 0.2 0.2 0.1 -0.002
C 1.30227 -6.01626 2.46310 -0.1 -0.1 -0.3 0.000
C 0.22388 0.69072 2.36880 -0.1 -1.5 0.5 -0.092
H -1.48895 -5.69036 0.50326 0.5 0.0 0.1 0.000
P 1.42826 2.37930 -5.81996 0.1 -0.1 -1.2 0.000
C -0.18704 -0.64410 2.67313 0.3 1.2 -0.5 -0.047
H 0.56689 2.52637 -8.10180 -0.1 -0.5 0.2 0.000
C -3.23169 0.68028 0.92460 -0.4 0.1 -0.2 -0.010
H 2.90938 0.55744 -6.43565 0.1 0.3 0.0 0.000
```
Forces are in eV/Å.

Properties
Charge: +1
Spin multiplicity: 7
LUMO energy (alpha / beta), eV: -5.2 / -2.5
<S²>: 12.4070
Largest force on an atom, Eh/bohr: 0.032


(2)
H16KrO8 as an isolated structure. Source: the Open Molecules 2025 dataset; level of theory: ωB97M-V with the def2-TZVPD basis set.

```
25
Properties=species:S:1:pos:R:3:forces:R:3:lowdin_charge:R:1
O -0.71923 4.42546 -0.48115 -0.3 0.1 -0.5 -0.061
O -2.91634 2.57223 -1.68346 -0.4 -0.3 0.0 -0.073
O 1.43419 -2.70795 0.98513 0.0 0.1 0.6 -0.060
H 0.31769 3.73253 2.23393 -0.1 0.1 0.3 0.057
Kr -0.43604 0.25055 -0.09338 0.0 0.0 0.0 0.203
O -0.94282 -2.36161 2.75359 -0.3 0.1 0.3 -0.068
H 0.12131 -0.26301 -3.72648 0.3 0.2 0.0 0.055
H -0.26182 -2.48500 2.09235 0.6 0.0 -0.3 -0.030
O -0.41551 -1.05504 -3.69940 0.0 -0.2 0.0 -0.043
H -1.72507 -2.75728 2.36921 -0.2 -0.1 0.0 0.025
H 1.28282 2.60531 1.93423 0.2 -0.4 0.0 0.051
H -2.04989 2.40515 -1.31256 0.3 0.2 0.2 -0.043
H 0.07191 -2.28835 -2.40223 -0.2 0.6 -0.5 -0.023
H -0.14065 4.03408 0.17329 0.5 -0.3 0.2 -0.034
H 2.39982 -1.39346 2.17718 -0.3 -0.4 -0.4 -0.020
H -1.31367 -0.73977 -3.80005 -0.3 0.0 0.0 0.056
O 2.52125 -0.75232 2.87749 0.1 0.5 0.2 -0.064
H 1.09892 -2.49497 0.11423 -0.2 0.0 -0.8 -0.010
H -2.76311 2.65167 -2.62497 0.0 0.1 -0.2 0.028
O 0.81755 3.33319 1.52196 0.1 0.1 0.0 -0.055
H -0.11678 -3.73940 -2.01398 -0.1 -0.2 0.0 0.047
O 0.37923 -2.95314 -1.78592 0.3 -0.4 0.6 -0.063
H 3.22660 -1.11383 3.41417 0.1 0.0 0.2 0.027
H -1.46833 4.74549 0.02150 -0.3 0.1 0.0 0.035
H 1.59796 -3.65056 0.95534 0.1 -0.2 0.0 0.064
```
Forces are in eV/Å.

Properties
Energy relative to the best compared isomer or geometry (same formula, charge and spin), kcal/mol: 0.0
LUMO energy, eV: 0.2
Largest force on an atom, Eh/bohr: 0.015


(3)
A 7-piece molecular cluster, C27H46O23 overall at a distorted geometry. Source: the Open Molecules 2025 dataset; level of theory: ωB97M-V with the def2-TZVPD basis set.

```
96
Properties=species:S:1:pos:R:3:forces:R:3:lowdin_charge:R:1
C 3.06416 -1.91301 1.25576 0.9 -1.5 3.1 -0.280
H 4.61481 -8.60163 -3.24137 -0.1 0.3 -0.1 0.093
H 3.30657 -3.20732 -1.63557 -0.1 -0.2 -0.1 0.082
H -2.15496 5.93337 3.21520 -0.2 0.0 0.1 0.098
H -0.37046 1.03768 6.12258 -1.0 -1.2 0.4 0.086
H 5.37862 4.39336 0.35450 -0.2 0.0 0.1 0.100
O 5.25552 0.97037 -5.30939 -0.4 0.0 -0.2 0.123
C -2.41011 6.26646 4.22371 0.1 0.4 -0.2 -0.050
O 3.01718 3.15609 0.36441 0.0 0.2 -0.4 0.123
C 1.48257 -0.98349 -0.15865 -3.3 1.6 -0.6 -0.266
H -9.29884 -1.17280 7.25241 -0.1 0.3 0.2 0.094
O 3.08998 1.66009 -5.35125 0.4 -0.3 -0.3 0.008
H 0.85684 2.23063 -2.52861 0.2 0.2 0.1 0.100
H -0.85108 0.27157 2.04782 0.2 -1.7 -0.7 0.099
C -3.68271 4.37500 4.69054 -0.1 -0.1 0.1 -0.601
C -1.05891 0.24158 6.56251 0.5 -0.5 0.5 -0.010
C 0.70690 -1.04111 4.52282 1.5 -1.0 -0.6 -0.179
H 1.68986 -3.72172 -2.22821 0.1 0.0 0.1 0.102
O 2.30268 3.46646 -1.77129 0.2 0.4 0.7 -0.042
C 1.40756 2.36569 -1.59723 -0.3 -0.3 0.1 -0.057
C 2.71877 -3.48628 -2.51131 -0.1 0.4 0.2 -0.046
C 1.20382 -3.41282 -10.05375 0.0 0.0 0.1 -0.595
O 0.89874 -0.46305 -1.14414 3.4 -2.7 3.6 0.074
H 2.25174 -5.54895 -11.18293 0.1 0.2 0.0 0.098
C 1.91063 -4.73799 -11.83029 0.3 -0.2 -0.2 -0.049
H -1.21286 -1.53750 2.40098 1.0 1.2 -1.2 0.096
C -8.86408 -0.20802 6.98905 0.1 -0.4 -0.2 -0.044
O -8.16940 2.35029 6.80559 -0.3 -0.1 0.3 0.114
H -5.82192 2.97055 5.30947 0.1 -0.1 -0.1 0.091
C -1.43832 -0.96247 5.57234 -4.9 -1.0 -0.3 -0.379
H -1.46495 -0.85197 0.69812 1.2 0.1 1.3 0.094
H 2.70140 -2.63943 -3.19844 0.1 -0.3 -0.1 0.099
O 3.81812 0.41885 -6.98218 0.0 0.2 0.4 -0.008
H -9.75113 4.77572 9.15130 -0.1 -0.3 0.0 0.094
O 0.85599 -4.00677 -11.20805 0.0 0.2 0.4 -0.003
C -8.97870 2.02268 7.63917 -0.1 -0.1 0.1 -0.596
H 5.69989 0.34956 -7.86581 0.0 -0.1 0.2 0.097
H 1.11344 -1.31319 -8.46643 0.0 -0.2 0.1 0.095
H -0.58558 -1.59772 -8.05804 0.0 -0.2 -0.3 0.094
C 1.72997 -1.70753 2.13276 -1.7 0.9 -2.3 -0.027
O -4.37837 4.55300 3.72109 0.3 0.0 0.4 0.124
O 3.31856 -4.58872 -3.18976 0.1 -0.5 0.1 0.004
H 1.51736 -5.17273 -12.74991 -0.2 0.2 0.2 0.093
C 0.73676 -1.15769 1.25798 2.7 -1.4 1.7 -0.047
H 1.33785 -3.17662 3.86588 0.2 1.7 -0.4 0.142
O -2.65315 5.14925 5.07654 -0.2 -0.3 0.0 -0.007
H 2.38600 2.82663 -3.83048 0.1 -0.2 -0.5 0.072
C 1.63250 -2.08372 3.68302 1.1 0.9 0.0 -0.064
H 4.47686 -0.74777 -8.52679 -0.2 0.1 0.2 0.091
H 4.10724 5.51893 0.94391 0.1 -0.2 0.0 0.098
H 5.28211 6.04716 -0.27133 -0.2 -0.1 -0.2 0.094
O 2.29572 -3.45583 -9.53556 -0.6 0.1 -0.3 0.116
H -2.01236 0.73403 6.98689 1.5 -1.0 -1.2 0.099
H -3.27623 6.93153 4.20336 0.0 -0.2 -0.1 0.098
H 2.73941 -4.07491 -12.08843 0.0 -0.1 0.2 0.098
H -4.69850 1.96985 4.32452 -0.1 0.2 0.0 0.100
H 4.08174 3.11159 -4.23701 0.0 -0.2 0.1 0.111
O 4.09631 -2.43668 1.72847 -3.9 2.4 -2.9 0.108
H -9.45870 4.60224 7.41331 0.2 -0.1 0.1 0.099
O 3.02596 -5.83667 -1.31281 0.1 0.0 -0.4 0.120
H 0.62646 -2.78836 -7.56202 0.1 0.1 -0.1 0.099
O -9.42917 0.77566 7.85426 0.1 0.5 0.0 0.001
H 1.21894 -0.75956 5.50210 -0.6 -0.3 -1.4 0.131
C -4.85863 2.45652 5.28924 -0.5 -0.4 -0.1 -0.041
H 0.57623 -0.12206 3.85881 -0.2 -1.1 1.1 0.127
H 2.69925 -1.97490 4.11865 -1.6 -0.3 -0.9 0.129
O 2.84163 -1.45083 -0.08074 -1.6 0.2 1.3 0.068
H -1.56120 6.81761 4.63010 -0.1 -0.3 0.2 0.093
C 0.34734 -2.08262 -8.34762 0.0 0.3 0.5 -0.044
H 0.69067 2.57486 -0.80014 0.2 -0.1 0.0 0.106
H -9.10939 0.00858 5.94692 0.2 0.1 0.1 0.099
C 4.13873 -7.91287 -2.54247 0.1 -0.4 0.1 -0.049
C 4.69381 5.19872 0.07983 0.3 0.2 0.3 -0.046
O 3.83820 4.79051 -0.98603 -0.3 -0.4 0.0 0.001
O 3.98286 -6.65918 -3.20409 -0.2 0.4 0.1 -0.001
H 3.59464 1.63672 -3.33185 0.1 0.1 -0.1 0.105
H -0.51945 -0.20999 7.47703 -0.6 0.6 -1.5 0.101
H -7.78215 -0.26731 7.12717 -0.1 0.1 -0.1 0.097
C -9.20008 4.20988 8.39927 0.1 0.5 0.0 -0.046
C 3.04923 3.74405 -0.68955 0.0 0.1 -0.1 -0.588
O 0.12455 -2.76466 -9.57934 0.4 -0.3 -0.3 -0.002
H 1.96022 1.45011 -1.38909 -0.1 0.3 0.0 0.072
H -8.13151 4.32649 8.59351 -0.1 0.0 -0.2 0.098
O -3.80042 3.36927 5.57304 0.3 0.5 -0.2 -0.010
H 4.78313 -7.80908 -1.66663 -0.2 0.0 0.0 0.098
O -0.52205 -1.75361 4.83093 -0.8 2.8 1.2 -0.071
H -4.85714 1.68944 6.06435 0.2 0.2 0.0 0.092
C 3.31526 2.34265 -4.11743 0.0 0.2 0.2 -0.041
C 4.87081 -0.31311 -7.60731 0.3 -0.3 -0.3 -0.044
C 3.40369 -5.70778 -2.45208 0.0 0.1 -0.1 -0.597
O -2.67737 -1.27283 5.47497 5.6 1.1 0.4 0.020
C -0.78438 -0.80134 1.62090 0.3 0.0 -0.4 -0.030
C 4.16642 1.01228 -5.82753 -0.1 0.0 0.0 -0.598
O -9.58624 2.84140 8.51380 0.1 -0.4 -0.2 0.000
H 3.16665 -8.32353 -2.26053 0.1 0.1 0.1 0.097
H 5.21161 -1.12524 -6.96142 0.1 0.2 0.0 0.100
```
Forces are in eV/Å.

Properties
LUMO energy, eV: -1.1
SMILES: CC(=O)OCCC1=C(C)C(=O)OC1=O.COC(=O)OC.COC(=O)OC.COC(=O)OC.COC(=O)OC.COC(=O)OC.COC(=O)OC
Largest force on an atom, Eh/bohr: 0.112


(4)
A 2-piece molecular cluster, C3H10NOS overall. Source: the Open Molecules 2025 dataset; level of theory: ωB97M-V with the def2-TZVPD basis set.

```
16
Properties=species:S:1:pos:R:3:forces:R:3:lowdin_charge:R:1
C -1.45219 -0.52724 -0.56197 -0.1 0.1 0.1 -0.713
H -0.29744 -0.59859 1.22343 0.1 0.0 0.1 0.082
H -1.53699 1.46006 1.11489 0.0 0.0 -0.1 0.007
H -1.85746 -1.41737 1.36965 0.0 0.1 0.0 0.089
H -2.90360 0.68308 1.50754 -0.1 0.0 -0.1 0.042
C -1.35455 -0.52555 0.96991 0.0 -0.1 -0.3 -0.409
H -2.50772 -0.53295 -0.86053 0.0 -0.1 0.1 0.024
H -1.00892 -1.46694 -0.91542 0.0 0.1 -0.1 0.035
H 1.17184 0.86802 -0.37705 0.2 0.1 0.3 -0.101
S -0.66776 0.93146 -1.33276 -0.1 -0.1 -0.1 0.278
C 2.88955 0.07007 -0.78668 -0.1 0.0 0.1 -0.236
H 2.31191 -0.59900 -1.43773 0.1 0.0 0.0 0.061
N -1.89761 0.65738 1.62737 0.0 0.1 0.2 -0.047
H 3.44690 0.75879 -1.43083 0.1 0.0 -0.1 0.058
O 2.05214 0.75755 0.10053 -0.2 0.0 -0.1 -0.228
H 3.61191 -0.51878 -0.21032 0.0 0.0 -0.1 0.059
```
Forces are in eV/Å.

Properties
Energy relative to the best compared isomer or geometry (same formula, charge and spin), kcal/mol: 12.2
Charge: -1
LUMO energy, eV: 4.0
Largest force on an atom, Eh/bohr: 0.007